Entry 1:
Formula: C36H37BiIN2O5PSi
Source: the OMol25 dataset
Level of theory: ωB97M-V/def2-TZVPD

Atoms and positions in Å:
C: -4.7280 -0.5395 -1.5777
H: 0.1964 0.0578 4.4533
O: 1.4939 -3.9015 -0.2377
H: 4.0029 -0.1262 2.4513
H: 4.2079 -1.8810 2.3979
Bi: 0.5834 -1.1702 0.8704
H: 0.5417 -3.1041 4.2312
H: 4.2151 -1.0357 3.9581
P: -1.3678 1.4459 -0.2512
C: -2.7430 3.7940 0.7897
C: -3.3516 6.0264 1.6843
H: -4.3019 1.2559 -0.4969
H: -3.4513 6.7391 -0.8420
O: 1.3969 -1.2375 -1.8984
H: 1.9886 -3.7527 3.4544
H: 4.3292 -0.8241 0.1161
C: -1.9767 -0.8718 -1.7436
H: 4.6202 -0.9706 -5.4907
C: -4.2067 -1.6485 -2.2313
H: -5.8003 -0.4007 -1.5125
C: 4.7232 -0.9025 -4.4147
C: 1.2612 0.1295 4.2016
H: -1.6959 -5.5537 -0.2495
C: 5.0011 -0.7385 -1.6348
N: -1.1394 -2.3038 2.1649
H: -1.4378 -1.2373 3.6720
H: -1.0226 1.1335 -3.3117
H: -3.5401 6.2083 3.7984
C: 3.6290 -1.0875 -3.5926
H: 2.6466 -1.2987 -3.9956
C: 2.5076 -1.1469 -1.3814
C: -3.3473 5.5537 2.9581
C: -2.3347 3.0353 -0.3674
H: -3.1901 -3.6808 2.9143
H: 1.4021 1.0878 3.6906
C: 2.3266 2.2411 -1.7376
O: 5.1976 -0.6476 -0.3047
C: -1.4389 -3.4683 1.7096
C: -3.8786 0.4009 -1.0090
Si: 1.9094 -1.2944 3.1452
H: -2.2073 3.0170 -2.4824
C: -3.1739 5.6970 -0.7231
C: -0.5164 -4.0756 0.7652
C: 5.9628 -0.6240 -3.8390
I: -2.9440 1.2947 2.6933
C: 2.2383 2.0171 -3.1030
H: 2.1224 -2.9117 5.0077
C: -2.8795 3.3270 2.1415
H: 0.9546 1.4448 -4.7262
H: 6.8308 -0.4639 -4.4679
H: -2.4104 -2.6741 -2.8159
H: 0.0593 -5.6814 -0.4744
C: 3.7551 -1.0613 2.9632
H: 3.1167 2.1194 -3.7292
C: -3.1504 4.1774 3.1778
C: 6.1032 -0.5463 -2.4670
H: -3.2548 3.7823 4.1797
H: 1.2732 2.2395 0.1329
C: -2.6512 -4.2269 2.1494
H: 7.0643 -0.3381 -2.0106
O: -2.0077 -1.7949 3.1285
C: -2.8310 -1.8140 -2.3067
H: 3.2745 2.5174 -1.2900
O: 2.6650 -1.1011 -0.0761
H: 1.8173 0.1713 5.1448
C: -0.0977 1.4754 -2.8631
H: -3.0449 5.3010 -2.8106
H: -3.5775 7.0670 1.4790
H: -2.3595 -5.2050 2.5321
H: -4.8719 -2.3731 -2.6852
C: 1.0240 1.6382 -3.6622
C: -3.0815 5.1716 0.5877
C: 3.7454 -1.0040 -2.2037
H: -3.3105 -4.3868 1.2946
N: 0.5787 -3.4046 0.4394
C: 1.6028 -2.9136 4.0429
H: -0.6786 -6.2109 1.0417
C: 1.2003 2.0795 -0.9400
C: -2.4829 3.5934 -1.6111
H: -0.9052 -1.0092 -1.8499
C: -2.9351 4.9106 -1.8058
C: -0.0267 1.7014 -1.4887
C: -0.7257 -5.4645 0.2443
C: -2.4927 0.2566 -1.0941

Atoms 1-6, force components in eV/Å:
0.0576 0.0003 0.0340
0.0932 -0.0001 -0.0256
0.2729 0.0025 -0.2214
-0.0143 -0.0783 0.0575
-0.0402 0.0691 0.0465
0.2797 0.3792 -0.5761

Output
Gap between HOMO and LUMO (eV): 7.820
E_LUMO (eV): 0.028
Energy relative to the best compared isomer or geometry (same formula, charge and spin) (kJ/mol): 29.7
HOMO level (eV): -7.79

=====

Entry 2:
Formula: C36H37BrF10N4O6S
Source: the OMol25 dataset
Level of theory: ωB97M-V/def2-TZVPD

Atoms and positions in Å:
C: 4.9111 -3.2775 1.4142
C: 2.6574 2.3105 -0.7109
H: 3.6760 -0.0048 3.4040
H: -2.0243 1.7710 -1.7176
H: -4.1287 0.2423 -0.2813
H: 3.1591 2.8363 -3.4002
H: 5.8772 -3.0890 0.9454
H: 2.8318 4.3125 -1.4364
C: 2.1702 0.4302 0.7777
N: 6.5999 1.2293 1.3692
H: -2.1570 -4.4218 3.7734
F: -4.3794 1.1007 2.9121
C: -2.3707 0.2416 -5.3422
N: 1.2172 -0.3633 1.4997
F: -6.9274 1.9222 3.3814
H: -3.3697 -5.8585 1.5630
O: -0.6952 1.9014 -8.1034
C: -0.6304 -1.0471 3.9099
H: -4.6691 0.7718 -1.8830
C: 3.9340 -2.2247 0.9385
H: -3.4331 -4.1268 1.8659
H: 0.7632 1.4879 2.5027
C: 4.4661 0.8982 0.1594
F: -4.0796 3.8140 1.3350
F: -6.7509 3.4691 1.8603
S: 0.0209 1.8542 -0.1250
O: -0.5542 0.0811 3.0662
F: -3.6196 3.3391 -1.1165
C: -1.7102 -0.1667 -0.8434
C: -2.2712 2.9367 -6.5854
C: 3.6947 -1.0265 3.0301
H: -1.7464 -5.9453 3.3955
H: 7.5552 -0.6204 1.8768
H: 1.7903 3.9282 -3.6407
C: -1.3911 -2.4753 -0.0972
H: -0.8635 -0.2934 -6.7768
H: -2.6722 0.4130 -2.6403
H: 4.5413 -4.2692 1.1731
F: -5.6443 2.6251 -0.6885
H: -1.4442 -4.3628 -1.0981
C: 4.0039 1.9852 -0.5854
C: -2.7905 -5.0063 1.9247
H: -3.7649 3.4645 -5.1184
C: -0.2905 -2.0700 0.6534
H: 1.1781 3.7768 -1.2734
C: -5.0681 1.7586 1.9434
C: 0.1037 -0.7425 0.6608
F: 1.3473 1.9928 -3.2476
H: 6.4155 0.8084 -0.7023
C: 1.7472 1.5025 -0.0080
C: 0.7437 0.4156 2.6987
H: 0.3002 -2.7731 1.2246
C: -2.0865 -1.5077 -0.8181
H: 6.5262 0.0898 3.1461
C: -3.2910 1.4108 -4.8969
C: -3.9618 0.9715 -1.0765
C: -1.5606 -4.8021 1.0311
C: -6.0535 2.6942 2.6983
N: 4.0520 -0.9814 1.6104
O: -2.4466 -0.8281 -4.6952
H: 8.0938 0.7969 2.7732
C: -3.1419 2.6637 -5.5108
H: 7.3314 1.8139 0.9901
C: 2.1573 3.0904 -3.0444
C: 7.2176 0.3179 2.3329
O: -4.1064 1.1752 -3.9760
C: -1.5205 0.4970 -6.4219
O: -2.1353 4.0429 -7.1322
H: -2.9476 -1.8048 -1.4073
O: 3.1886 -2.4127 0.0180
H: 6.0296 -0.5234 0.3547
H: 5.0705 -3.2040 2.4894
F: -5.8089 0.8488 1.2791
H: -0.0728 -1.8898 3.4889
C: 5.9337 0.5564 0.2412
H: -1.6801 -1.3254 3.9769
Br: 5.3009 3.0970 -1.4415
C: -1.8522 -3.9141 -0.1900
F: -5.4061 3.4682 3.5915
H: -2.9349 -3.8921 -0.3437
H: 4.4455 -1.5796 3.5954
C: -0.5769 0.1912 -0.1084
N: -2.5030 -5.2721 3.3440
C: -1.4263 1.7328 -7.1152
H: 2.7128 -1.4736 3.1986
C: -4.0460 2.4925 0.9991
C: -4.3119 2.3364 -0.5213
H: 1.4242 0.1915 3.5273
C: -2.5337 0.8165 -1.6307
H: -0.7753 -4.3672 1.6479
C: 2.1728 3.4497 -1.5659
H: -1.2090 -5.7773 0.6869
C: 3.5305 0.1264 0.8494
F: -2.8072 2.0376 1.2796
H: -0.2511 -0.8091 4.9094

Atoms 1-6, force components in eV/Å:
-0.2001 0.0775 0.5112
-0.0582 -0.1231 0.2494
0.0589 0.0120 0.0253
-0.0433 0.0545 -0.1156
-0.0771 -0.0331 -0.0436
-0.0207 -0.0510 0.0453

Output
Gap between HOMO and LUMO (eV): 3.287
Total charge: -2
E_LUMO (eV): 3.071
Energy relative to the best compared isomer or geometry (same formula, charge and spin) (kJ/mol): 0.0
HOMO level (eV): -0.22